Record 1
The following is a DFT calculation (ωB97M-V/def2-TZVPD) of 2 unconnected molecules or ions with the total composition C14H25N3O5S.

Last column: natural (NBO) charge in e.
CARTESIAN COORDINATES (ANGSTROEM)
N1 0.762 1.376 2.330  -0.834
C1 -4.028 -1.507 2.759  -0.090
O1 -5.471 -2.486 4.429  -0.727
H1 -5.824 -0.812 2.887  0.478
C2 2.754 1.462 -2.212  0.013
O2 2.152 -0.818 -2.441  -0.734
C3 1.641 0.465 -2.055  0.069
H2 -3.400 -2.695 4.452  0.170
H3 -2.642 -0.631 -2.183  0.206
C4 1.665 0.303 1.876  -0.212
H4 3.268 4.700 -3.068  0.194
H5 -3.052 -1.058 2.580  0.189
C5 -0.740 -1.296 -1.472  0.089
N2 -2.565 -0.449 -0.073  -0.857
N3 4.787 3.395 -2.553  -0.412
H6 -5.535 -3.331 3.972  0.467
H7 2.907 -0.190 0.244  0.215
H8 -2.421 0.410 0.432  0.364
H9 -0.201 -0.936 0.497  0.242
C6 3.508 3.695 -2.760  0.042
C7 -4.165 -1.954 4.197  -0.097
H10 -1.614 0.651 -1.603  0.175
H11 0.161 1.044 3.070  0.357
C8 -1.942 -0.370 -1.396  -0.236
H12 0.845 0.787 -2.724  0.204
H13 0.160 1.662 1.569  0.342
H14 4.391 0.148 -1.726  0.231
C9 5.048 2.142 -2.187  0.041
C10 2.124 0.536 0.451  -0.415
H15 -3.556 -0.613 -0.146  0.380
H16 1.217 -0.681 2.009  0.167
C11 1.044 0.366 -0.627  -0.233
S1 1.149 -1.818 -3.295  1.789
C12 2.481 2.770 -2.608  -0.264
H17 2.536 0.311 2.529  0.191
O3 -0.312 -1.260 -2.866  -0.736
H18 0.307 1.167 -0.537  0.196
C13 0.324 -0.971 -0.453  -0.456
O4 1.330 -3.081 -2.629  -0.933
H19 -4.066 -1.100 4.865  0.186
O5 -5.017 -0.539 2.433  -0.729
H20 -1.097 -2.306 -1.274  0.202
H21 1.048 -1.773 -0.359  0.240
C14 4.097 1.145 -2.003  -0.253
H22 1.461 3.074 -2.803  0.212
H23 -4.138 -2.369 2.087  0.153
H24 2.534 1.540 0.412  0.223
H25 6.088 1.895 -2.027  0.192

The orbital gap comes out at 9.97 eV. The relative energy (zero: lowest compared OMol25 entry of this formula, charge and spin) comes out at 232.4 kJ/mol. The HOMO energy is -9.580 eV.

=====

Record 2
The following is a DFT calculation (ωB97M-V/def2-TZVPD) of a molecular structure, C14H25NO3P2S2Ti.

Last column: natural (NBO) charge in e.
CARTESIAN COORDINATES (ANGSTROEM)
C1 -1.760 -1.318 -0.553  0.579
H1 -0.132 3.776 1.532  0.239
C2 -1.433 1.100 3.120  -0.202
C3 0.782 -3.613 1.196  -0.952
H2 2.563 -4.700 -0.888  0.274
H3 1.070 -4.233 -1.792  0.251
C4 0.289 0.977 1.542  0.202
H4 -1.499 2.982 -2.387  0.281
H5 -1.322 2.346 -0.731  0.257
H6 -0.380 1.685 -4.662  0.283
P1 1.606 -2.626 -0.064  1.002
H7 -2.275 1.435 -1.925  0.259
C5 -1.382 2.062 -1.791  -0.958
C6 -2.592 1.634 3.657  -0.186
H8 0.478 -2.995 2.057  0.274
H9 -3.246 1.019 4.260  0.260
H10 0.668 0.227 -4.470  0.267
H11 3.570 -3.152 1.216  0.276
C7 2.001 -3.865 -1.337  -0.934
Ti1 0.262 -0.715 -0.613  0.253
H12 1.274 -0.164 -1.963  0.006
H13 3.118 -1.423 1.373  0.268
H14 -2.275 4.764 2.376  0.251
H15 -0.153 -1.321 -2.283  0.133
H16 0.965 3.301 -3.142  0.277
P2 0.121 1.180 -2.336  1.197
N1 -0.149 -0.293 1.500  -0.857
S1 1.590 1.271 0.484  0.061
H17 -3.806 3.420 3.794  0.258
O1 -2.349 -1.315 2.312  -0.888
C8 -2.900 2.969 3.394  -0.131
C9 -0.206 0.767 -4.074  -0.963
C10 3.212 -2.265 0.681  -0.921
C11 1.342 2.525 -2.462  -0.952
H18 1.471 -4.408 1.538  0.280
C12 -0.546 1.844 2.348  -0.202
O2 -2.862 -1.656 -0.691  -0.304
H19 -1.076 0.097 -4.137  0.259
H20 2.278 2.111 -2.858  0.268
O3 -0.402 -1.205 3.885  -0.855
C13 -2.003 3.743 2.647  -0.180
H21 2.599 -3.406 -2.135  0.261
S2 -1.185 -0.637 2.824  2.269
H22 3.935 -1.995 -0.094  0.268
H23 -0.122 -4.089 0.781  0.262
H24 0.121 -2.001 -1.821  0.064
H25 1.544 2.954 -1.469  0.275
C14 -0.806 3.205 2.162  -0.129

The orbital gap (alpha / beta) comes out at 6.56 / 6.45 eV. As for the charge: +2. The HOMO energy (alpha / beta) is -15.465 / -15.554 eV.

=====

Record 3
The following is a DFT calculation (ωB97M-V/def2-TZVPD) of C14H25NO6S in the gas phase.

Last column: natural (NBO) charge in e.
CARTESIAN COORDINATES (ANGSTROEM)
S1 1.353 -1.014 -2.689  0.217
H1 -1.324 2.142 -0.702  0.403
H2 0.357 4.417 4.066  0.212
C1 1.922 -4.560 0.184  -0.073
O1 0.140 -2.602 -0.056  -0.621
O2 -2.077 -1.054 -1.215  -0.639
H3 -0.590 6.327 2.646  0.213
C2 0.166 0.290 -2.249  -0.534
C3 0.076 4.404 1.932  0.274
H4 2.726 -6.350 -0.691  0.212
C4 1.492 4.856 1.575  -0.645
H5 1.834 5.590 2.299  0.212
C5 0.358 -2.531 -2.453  -0.643
C6 -0.163 0.366 -0.759  -0.188
H6 2.233 -3.727 0.824  0.195
H7 0.654 1.213 -2.562  0.243
C7 -2.648 -1.294 1.408  -0.072
O3 1.514 -4.037 -1.083  -0.506
H8 -2.386 -1.496 2.448  0.192
H9 1.061 -5.048 0.655  0.185
H10 -4.224 -0.378 0.262  0.222
H11 1.503 5.304 0.584  0.211
O4 1.162 1.912 1.192  -0.653
H12 -0.962 3.372 3.518  0.210
H13 -2.688 -2.232 0.845  0.200
C8 -0.888 5.591 1.906  -0.614
H14 0.694 0.063 -0.146  0.276
H15 3.384 -5.950 0.904  0.217
C9 -3.973 -0.551 1.306  -0.635
C10 -1.367 -0.518 -0.400  0.839
C11 0.629 -3.047 -1.065  0.800
H16 0.690 -3.247 -3.201  0.246
N1 -0.468 1.725 -0.372  -0.626
H17 -0.884 6.054 0.923  0.214
H18 3.892 -5.035 -0.524  0.215
C12 3.057 -5.539 -0.047  -0.623
C13 0.045 3.717 3.296  -0.645
H19 -3.907 0.406 1.818  0.209
H20 -0.691 -2.268 -2.576  0.272
H21 -4.759 -1.144 1.763  0.216
O5 -0.439 3.512 0.911  -0.538
O6 -1.566 -0.509 0.904  -0.496
C14 0.179 2.349 0.652  0.905
H22 2.169 4.007 1.585  0.242
H23 -1.898 5.256 2.125  0.214
H24 0.717 2.863 3.300  0.243
H25 -0.739 0.134 -2.837  0.237

The orbital gap comes out at 9.49 eV. The relative energy (zero: lowest compared OMol25 entry of this formula, charge and spin) comes out at 22.6 kJ/mol. The HOMO energy is -8.727 eV. The SMILES is CCOC(=O)CSC[C@@H](NC(=O)OC(C)(C)C)C(=O)OCC.

=====

Record 4
The following is a DFT calculation (ωB97M-V/def2-TZVPD) of a molecular structure, C14H25NO6Sr.

Last column: natural (NBO) charge in e.
CARTESIAN COORDINATES (ANGSTROEM)
O1 2.025 3.849 2.929  -0.352
C1 -4.290 2.956 -1.000  -0.062
C2 -0.671 -1.758 -6.334  -0.036
H1 -3.406 3.534 -0.732  0.104
O2 -0.797 -2.441 -5.129  -0.889
H2 0.277 -1.226 -6.413  0.092
H3 5.140 7.433 2.699  0.221
C3 -4.750 -6.750 2.917  -0.641
H4 -0.667 -2.533 -7.100  0.102
C4 3.910 5.643 2.323  -0.182
H5 4.773 6.165 -1.355  0.223
C5 -1.871 -0.739 -6.753  -0.648
H6 4.255 -5.509 3.687  0.105
H7 -3.837 -7.958 1.377  0.088
H8 3.372 -2.732 4.445  0.181
H9 -5.212 4.533 -2.051  0.163
H10 3.267 4.159 -0.688  0.257
H11 -1.588 -0.426 -7.757  0.162
N1 2.603 3.561 1.941  0.532
C6 3.698 4.859 0.013  -0.194
H12 -4.113 3.637 -3.019  0.179
C7 3.425 -4.804 3.751  -0.067
O3 -3.966 1.583 -0.973  -0.915
H13 -1.890 0.181 -6.169  0.192
H14 -5.528 -7.710 1.186  0.080
H15 2.721 -5.192 4.487  0.111
O4 2.282 2.580 1.289  -0.374
H16 -5.100 3.179 -0.305  0.080
H17 3.712 5.556 3.381  0.239
C8 4.725 6.759 1.964  -0.216
H18 4.846 -3.594 5.022  0.171
H19 -5.317 -7.596 3.306  0.165
C9 4.994 6.874 0.618  -0.190
C10 -4.877 3.516 -2.250  -0.614
C11 3.420 4.698 1.370  0.036
H20 -5.785 3.078 -2.664  0.188
H21 5.595 7.737 0.374  0.211
H22 -2.827 -1.255 -6.847  0.191
O5 -4.231 -6.173 0.611  -0.906
Sr1 -0.811 -2.553 0.132  1.476
O6 2.805 -4.726 2.455  -0.945
C12 4.444 5.994 -0.341  -0.210
H23 -5.261 -5.811 3.128  0.190
C13 4.115 -3.497 4.220  -0.637
H24 4.764 -3.108 3.435  0.193
H25 -3.769 -6.787 3.392  0.180
C14 -4.604 -7.185 1.428  -0.031

The orbital gap comes out at 2.79 eV. As for the charge: -2. The relative energy (zero: lowest compared OMol25 entry of this formula, charge and spin) comes out at 971.4 kJ/mol. The HOMO energy is -1.637 eV.